Here is C13H18F5I2IrOP2 as an isolated structure from the OMol25 dataset. Energies are from wB97M-V/def2-TZVPD.

As for the spin multiplicity: 5. The value obtained for the HOMO-LUMO gap (spin up / spin down) is 5.0 / 5.6 eV. As for the expectation value of S²: 6.0317. The value obtained for the lowest unoccupied orbital energy (spin up / spin down) is -7.248 / -9.601 eV. For the energy above the lowest of the compared OMol25 structures with the same formula, charge and spin, the calculation gives 0.000 eV. As for the charge: +2.

```
42
Properties=species:S:1:pos:R:3:mulliken_charge:R:1
I 1.44 1.23 -1.57 -0.034
I 3.12 -1.54 -1.15 0.195
Ir -1.08 0.99 -0.18 0.437
P -1.62 -0.27 -1.94 0.756
C -3.31 0.20 -2.37 -1.319
C -0.70 -0.12 -3.51 -1.267
H -1.33 -0.47 -4.34 0.481
H -2.16 -2.58 -2.31 0.430
H 0.21 -0.72 -3.43 0.371
H -0.60 -2.37 -1.43 0.271
H -3.50 1.19 -1.95 0.389
H -0.44 0.93 -3.66 0.378
C -1.64 -2.03 -1.52 -1.099
H -3.39 0.21 -3.46 0.417
H -2.14 -2.17 -0.56 0.332
H -4.01 -0.53 -1.94 0.372
P 4.34 0.09 0.20 0.564
C 3.37 1.19 1.23 -1.023
C 5.35 -0.87 1.31 -1.123
H 5.74 0.23 -1.71 0.394
H 6.30 1.27 -0.37 0.403
H 4.93 1.79 -1.42 0.330
C 5.42 0.93 -0.93 -0.954
H 5.69 -1.78 0.81 0.417
H 6.23 -0.27 1.59 0.414
H 4.04 1.72 1.91 0.421
H 2.66 0.62 1.83 0.347
H 4.79 -1.13 2.21 0.361
H 2.79 1.90 0.63 0.322
C -0.43 2.29 1.01 0.442
O -0.03 3.00 1.84 -0.419
F -3.57 2.38 1.19 -0.263
C -3.51 1.10 1.61 0.331
C -2.50 0.23 1.19 -0.625
C -2.42 -1.04 1.77 0.222
F -1.35 -1.85 1.57 -0.299
C -3.44 -1.50 2.60 0.451
F -3.40 -2.75 3.07 -0.250
C -4.47 -0.64 2.98 0.366
F -5.44 -1.07 3.80 -0.211
C -4.48 0.68 2.51 0.519
F -5.46 1.52 2.90 -0.248
```

Here is C13H18InN5O2S as an isolated structure from the OMol25 dataset. Energies are from wB97M-V/def2-TZVPD.

As for the spin multiplicity: 1. The value obtained for the HOMO-LUMO gap is 8.6 eV. The value obtained for the lowest unoccupied orbital energy is -6.357 eV. As for the charge: +2.

```
40
Properties=species:S:1:pos:R:3:mulliken_charge:R:1
In 0.79 0.93 -0.17 1.537
O 0.73 0.45 1.89 -0.725
N 0.39 1.46 2.72 0.314
C 0.25 1.12 4.02 -0.164
C -0.09 2.06 4.95 -0.732
C -0.28 3.37 4.54 -0.145
C -0.14 3.70 3.21 -0.847
C 0.21 2.72 2.28 0.822
S 0.40 3.17 0.60 -0.322
H 0.43 0.08 4.24 0.451
H -0.19 1.76 5.99 0.430
H -0.55 4.14 5.26 0.431
H -0.29 4.71 2.86 0.409
N 1.46 1.34 -2.38 -0.592
C 2.94 1.16 -2.41 -0.679
C 3.30 -0.12 -1.68 -0.571
N 2.85 0.00 -0.27 -0.573
H 1.04 0.73 -3.07 0.294
H 1.22 2.29 -2.66 0.284
H 3.40 2.02 -1.91 0.346
H 3.32 1.13 -3.43 0.449
H 4.37 -0.32 -1.74 0.446
H 2.77 -0.97 -2.12 0.324
H 3.49 0.60 0.26 0.303
H 2.87 -0.90 0.21 0.292
N -4.13 -3.84 -2.64 -0.294
C -3.36 -3.85 -1.54 0.300
O -3.38 -4.72 -0.70 -0.574
C -2.41 -2.68 -1.33 0.951
C -2.28 -1.56 -2.15 -0.690
C -1.36 -0.59 -1.83 -0.510
N -0.59 -0.68 -0.73 -0.320
C -0.73 -1.74 0.08 -0.263
C -1.61 -2.75 -0.20 -0.632
H -4.76 -4.61 -2.78 0.260
H -4.13 -3.12 -3.34 0.144
H -2.88 -1.42 -3.04 0.296
H -1.26 0.30 -2.44 0.528
H -0.12 -1.76 0.98 0.509
H -1.72 -3.61 0.46 0.516
```

Here is C13H18K3N3O as an isolated structure from the OMol25 dataset. Energies are from wB97M-V/def2-TZVPD.

As for the spin multiplicity: 1. The value obtained for the HOMO-LUMO gap is 2.9 eV. The value obtained for the lowest unoccupied orbital energy is -6.337 eV. As for the charge: +2.

```
38
Properties=species:S:1:pos:R:3:mulliken_charge:R:1
K 3.18 8.15 -0.56 0.975
K 3.60 4.35 -7.19 0.966
K -2.76 8.17 -4.45 0.956
C -0.04 2.54 -2.61 -0.472
O 0.39 3.86 -2.88 -0.900
H 0.54 1.92 -3.29 0.140
H 0.15 2.34 -1.56 0.149
H -1.12 2.40 -2.61 0.178
N -2.53 -5.43 -3.02 -0.011
C -1.98 -4.32 -3.60 -0.479
C -1.69 -4.55 -4.93 -0.302
C -1.96 -5.90 -5.18 -0.398
C -2.51 -6.43 -4.00 -0.488
H -2.93 -5.51 -2.09 0.214
H -1.95 -3.41 -3.02 0.374
H -1.20 -3.87 -5.61 0.366
H -1.61 -6.39 -6.07 0.358
H -2.92 -7.39 -3.71 0.367
N -2.35 -3.41 3.25 -0.041
C -3.67 -3.70 3.67 -0.381
C -4.46 -2.53 3.50 -0.427
C -3.59 -1.56 2.84 -0.317
C -2.29 -2.13 2.75 -0.533
H -1.50 -3.94 3.39 0.220
H -3.81 -4.72 4.01 0.375
H -5.51 -2.40 3.72 0.374
H -3.91 -0.57 2.54 0.369
H -1.36 -1.68 2.42 0.362
N 3.86 4.39 3.44 -0.012
C 4.50 5.29 4.27 -0.554
C 5.79 5.27 3.88 -0.338
C 6.06 4.29 2.95 -0.386
C 4.76 3.77 2.61 -0.479
H 2.86 4.29 3.36 0.217
H 3.94 5.87 4.99 0.384
H 6.58 5.88 4.28 0.389
H 7.03 3.98 2.59 0.385
H 4.38 3.04 1.91 0.402
```